No. 1
# C38H46O8

An isolated molecule of C38H46O8 (ωB97M-V/def2-TZVPD, OMol25).

Each line ends with the Mulliken charge.
CARTESIAN COORDINATES (ANGSTROEM)
1 O 1.44 4.15 -0.35  -0.444
2 O 0.15 3.34 2.38  -0.729
3 O -2.20 0.15 -0.24  -0.398
4 O 6.67 0.36 -1.40  -0.715
5 O 4.61 -1.16 -1.19  -0.761
6 O -0.38 3.81 -1.59  -0.683
7 O 2.37 -0.51 0.53  -0.173
8 O 2.69 2.94 2.71  -0.893
9 C 3.41 0.77 -1.86  -2.310
10 C -7.82 -0.22 0.37  1.050
11 C -7.73 0.75 1.51  -1.394
12 C 0.09 -0.17 0.16  1.068
13 C 5.97 -0.38 1.55  -1.797
14 C -1.26 -3.42 0.45  1.011
15 C 0.14 2.21 1.66  0.552
16 C -2.32 2.45 1.33  -1.821
17 C 1.28 0.28 0.70  0.017
18 C -1.37 -4.50 1.49  -1.705
19 C -0.21 -2.60 0.41  -1.315
20 C -3.31 1.05 -0.44  1.975
21 C -6.99 -0.19 -0.67  -0.895
22 C 0.02 -1.49 -0.57  -0.949
23 C 2.58 1.98 1.94  0.749
24 C 2.67 1.99 -1.42  0.365
25 C -4.54 0.12 -0.44  -1.048
26 C 1.46 2.33 -1.87  0.019
27 C 0.74 3.48 -1.29  0.237
28 C -3.40 2.08 0.65  -1.087
29 C 5.67 0.94 -0.62  -1.078
30 C 3.77 1.30 1.42  -0.475
31 C -1.07 0.60 0.33  0.791
32 C -1.05 1.78 1.09  0.649
33 C 4.32 0.17 -0.78  2.191
34 C 5.00 1.82 1.54  -1.038
35 C 1.33 1.48 1.45  -0.505
36 C -5.86 0.78 -0.86  -0.515
37 C 3.66 -3.08 -0.04  -1.600
38 C 3.68 0.03 0.63  1.093
39 C -2.40 -3.35 -0.52  -0.597
40 C 4.77 -2.02 -0.05  1.439
41 C 4.65 -1.07 1.17  -0.263
42 C -8.91 -1.24 0.48  -1.498
43 C -3.11 1.76 -1.78  -1.597
44 C 0.70 1.56 -2.91  -1.767
45 C 6.05 1.01 0.88  0.048
46 C 6.11 -2.77 -0.18  -2.162
47 H -7.10 -0.93 -1.45  0.280
48 H 5.54 1.98 -0.97  0.690
49 H -6.72 0.83 1.90  0.300
50 H -0.49 -4.52 2.13  0.366
51 H -2.25 -4.34 2.11  0.349
52 H -2.71 -2.32 -0.67  -0.284
53 H -0.14 2.15 -3.24  0.453
54 H 0.32 0.63 -2.49  0.110
55 H -5.81 1.06 -1.91  0.393
56 H 6.02 -3.49 -0.98  0.432
57 H 1.09 3.47 2.70  0.449
58 H 4.03 0.99 -2.73  0.394
59 H -3.94 2.44 -1.98  0.547
60 H -6.04 1.68 -0.27  0.442
61 H -2.11 -3.76 -1.49  0.301
62 H 7.05 1.43 0.98  0.731
63 H -8.39 0.44 2.33  0.402
64 H 3.87 -3.82 0.72  0.412
65 H 1.34 1.33 -3.75  0.475
66 H 4.22 -1.59 2.02  0.767
67 H 6.93 -2.10 -0.42  0.539
68 H 3.16 2.62 -0.70  1.031
69 H 6.33 -0.50 -1.69  0.569
70 H 2.70 -2.62 0.15  0.011
71 H 6.33 -3.30 0.74  0.365
72 H 6.02 -0.24 2.63  0.380
73 H 0.56 -2.70 1.16  0.081
74 H 0.89 4.85 0.03  0.444
75 H 6.83 -0.98 1.26  0.505
76 H -3.05 1.03 -2.59  0.247
77 H -8.94 -1.89 -0.39  0.346
78 H -4.36 2.54 0.82  0.392
79 H -3.25 -3.92 -0.15  0.403
80 H 2.70 -0.01 -2.15  0.577
81 H -2.33 3.22 2.09  0.546
82 H 3.63 -3.57 -1.01  0.434
83 H -1.48 -5.47 1.00  0.351
84 H -4.33 -0.70 -1.13  0.343
85 H 0.96 -1.66 -1.09  0.436
86 H -0.79 -1.45 -1.30  0.908
87 H -9.88 -0.74 0.57  0.357
88 H -8.77 -1.85 1.37  0.349
89 H -4.64 -0.30 0.56  0.280
90 H -2.20 2.35 -1.75  0.226
91 H 5.19 2.74 2.06  0.514
92 H -8.05 1.75 1.19  0.313

## Properties
* DFT total energy: -56533.1532 eV
* 2S+1: 1
* lowest unoccupied orbital energy: -0.27 eV
* molar mass: 630.8 g/mol
* ΔE to the lowest compared entry with this formula, charge and spin: 1.79 kcal per mole
* Kohn-Sham gap: 0.278 Eh
* HOMO energy: -7.8 eV



No. 2
# C38H47Cl3IN5O5SSi2Zr

A structure of composition C38H47Cl3IN5O5SSi2Zr in a non-equilibrium geometry (ωB97M-V/def2-TZVPD, OMol25).

Each line ends with the Mulliken charge.
CARTESIAN COORDINATES (ANGSTROEM)
1 I -1.71 2.15 -8.23  0.066
2 Zr 0.17 0.42 0.37  -0.374
3 Cl 1.56 -0.12 2.31  -0.342
4 Cl 4.29 1.74 -1.68  -0.372
5 Cl 3.96 -1.28 -0.82  -0.322
6 S -2.26 -0.42 -0.58  1.479
7 Si 2.85 0.48 -0.78  0.606
8 Si -4.10 -0.02 0.33  -3.435
9 O -4.63 -1.14 1.39  0.340
10 O -5.26 0.12 -0.81  0.924
11 O 2.10 0.16 -2.60  -0.347
12 O -3.92 1.32 1.24  0.686
13 O 0.13 0.61 -1.69  1.571
14 N -0.77 -2.38 -4.76  0.251
15 N 0.36 -1.78 -0.10  0.737
16 N -0.93 -2.45 -2.43  -0.249
17 N 1.01 -2.14 -1.20  -1.113
18 N -1.06 -0.91 1.97  0.849
19 C -0.23 2.98 -0.53  -0.617
20 C 0.88 0.47 -2.68  -0.595
21 C -4.58 -0.09 -3.11  -1.133
22 C -4.46 3.47 2.07  -1.709
23 C 0.45 -2.42 -2.32  -0.466
24 C 1.01 3.13 0.12  -0.892
25 C -1.59 -2.58 4.15  -0.934
26 C -1.59 1.57 -5.26  -0.465
27 C 0.50 1.13 -6.38  -0.682
28 C 1.31 -2.75 -5.94  -0.937
29 C -6.29 1.83 1.56  -1.407
30 C 2.60 -2.96 -3.48  -0.045
31 C -4.78 1.42 3.49  -1.376
32 C -5.19 -3.11 2.58  -1.731
33 C -2.06 -1.27 4.12  -0.849
34 C -4.34 -3.23 0.21  -1.145
35 C 0.04 -2.64 0.81  -0.696
36 C -6.77 0.95 -2.43  -2.039
37 C 1.06 0.75 -5.18  -0.450
38 C 0.84 2.78 1.47  -0.857
39 C -1.46 -2.41 -3.59  -0.693
40 C -4.86 1.99 2.08  1.739
41 C -1.03 1.18 -4.06  0.477
42 C -0.91 -3.06 3.05  -0.794
43 C -6.62 -2.29 0.68  -1.609
44 C -0.50 2.40 1.66  -0.750
45 C -1.17 2.51 0.41  0.104
46 C 0.30 0.78 -4.02  0.117
47 C 3.31 -3.13 -4.65  -0.991
48 C -5.18 -2.43 1.20  1.665
49 C 0.60 -2.59 -4.76  -0.170
50 C -0.65 -2.19 1.98  0.859
51 C 2.67 -3.00 -5.88  -0.584
52 C -5.29 0.78 -2.06  1.672
53 C -1.78 -0.49 3.01  0.163
54 C -0.82 1.54 -6.41  -0.450
55 C -4.59 2.14 -1.97  -0.991
56 C 1.25 -2.67 -3.52  1.329
57 H -6.98 2.38 2.20  0.622
58 H 1.57 2.88 2.26  0.509
59 H -0.44 3.27 -1.56  0.652
60 H 3.23 -3.11 -6.79  0.440
61 H -3.30 -3.27 0.55  0.091
62 H -5.11 4.05 2.72  0.431
63 H -2.23 2.43 0.26  0.469
64 H 1.08 1.11 -7.29  0.455
65 H -4.52 3.87 1.06  0.289
66 H -4.73 -4.24 0.12  0.602
67 H -4.35 -2.74 -0.76  0.167
68 H -4.54 0.42 -4.06  0.470
69 H -2.54 -2.40 -3.65  0.547
70 H -0.56 -4.08 3.02  0.503
71 H -7.06 -3.28 0.52  0.516
72 H -2.17 0.52 2.94  -0.243
73 H -6.37 2.22 0.55  0.204
74 H -5.06 2.73 -1.19  0.208
75 H 3.08 -3.05 -2.52  0.552
76 H -6.56 0.78 1.55  0.153
77 H -2.62 1.91 -5.29  0.503
78 H -1.77 -3.21 5.01  0.427
79 H -1.60 1.19 -3.14  0.032
80 H -5.81 -2.53 3.26  0.316
81 H -2.60 -0.85 4.96  0.497
82 H -3.81 1.65 3.94  0.347
83 H -5.10 -1.04 -3.23  0.357
84 H -3.43 3.58 2.41  0.257
85 H -4.89 0.34 3.43  -0.006
86 H 4.36 -3.36 -4.62  0.452
87 H 0.24 -3.71 0.67  0.411
88 H -3.54 1.99 -1.71  -0.119
89 H -4.18 -3.15 2.97  0.233
90 H -6.61 -1.73 -0.24  0.095
91 H -5.59 -4.11 2.50  0.435
92 H 0.79 -2.70 -6.88  0.462
93 H 2.10 0.45 -5.12  0.635
94 H -6.87 1.49 -3.37  0.385
95 H -3.56 -0.29 -2.76  -0.139
96 H -4.66 2.67 -2.91  0.638
97 H -7.22 -1.75 1.41  0.309
98 H -0.98 2.26 2.63  0.513
99 H -7.28 1.50 -1.64  0.398
100 H -5.57 1.83 4.12  0.545
101 H 1.90 3.55 -0.31  0.668
102 H -1.25 -2.35 -5.65  0.316
103 H -7.24 -0.03 -2.52  0.376

## Properties
* DFT total energy: -131409.2479 eV
* 2S+1: 1
* lowest unoccupied orbital energy: -0.60 eV
* molar mass: 1066.6 g/mol
* ΔE to the lowest compared entry with this formula, charge and spin: 46.37 kcal per mole
* Kohn-Sham gap: 0.257 Eh
* HOMO energy: -7.6 eV